1.
Molecular formula: C17H26AsN6OS6W
Method: DFT, wB97M-V/def2-TZVPD

Element x y z (Å)
W -1.145 1.466 -0.596
C -1.104 -2.821 2.628
C 0.066 -3.040 1.653
N 0.964 -1.914 1.583
C 1.691 -1.538 2.772
C 1.575 -0.051 3.129
N 0.219 0.430 3.172
C -0.657 -0.141 4.174
C -1.966 -0.667 3.565
N -1.764 -1.566 2.468
H -0.733 -2.873 3.656
H -1.776 -3.689 2.518
H -0.344 -3.183 0.651
H 0.560 -3.989 1.942
H 1.506 -1.897 0.735
H 2.764 -1.775 2.699
H 1.323 -2.140 3.608
H 2.084 0.539 2.368
H 2.131 0.095 4.077
H 0.197 1.441 3.149
H -0.918 0.587 4.954
H -0.140 -0.957 4.690
H -2.518 0.192 3.182
H -2.574 -1.102 4.380
H -2.253 -1.385 1.611
S -2.201 1.678 -2.695
C -2.522 0.001 -3.171
C -3.371 -0.230 -4.255
C -3.619 -1.514 -4.707
C -3.019 -2.592 -4.065
C -2.187 -2.372 -2.983
C -1.923 -1.079 -2.520
S -0.845 -0.873 -1.148
H -3.838 0.622 -4.736
H -4.281 -1.675 -5.548
H -3.206 -3.604 -4.404
H -1.722 -3.208 -2.472
S 1.287 3.714 1.849
As -0.614 3.680 0.934
S -2.850 1.305 0.625
S -0.662 3.830 -1.217
S -2.164 4.666 1.937
C 3.681 1.491 0.359
N 3.001 1.601 -0.931
C 3.660 1.950 -2.062
C 3.041 2.053 -3.260
C 1.645 1.756 -3.276
N 1.031 1.357 -2.187
C 1.653 1.325 -1.000
O 0.976 1.109 0.031
N 0.894 1.852 -4.387
H 4.645 1.990 0.283
H 3.827 0.441 0.615
H 3.066 1.991 1.106
H 4.711 2.166 -1.933
H 3.580 2.367 -4.140
H 1.250 2.345 -5.185
H -0.112 1.839 -4.226

The spin multiplicity is 1. For the HOMO energy (spin up / spin down), the calculation gives -4.2 / -4.2 eV. The energy above the lowest of the compared OMol25 structures with the same formula, charge and spin comes out at 9.8 kcal/mol. Its total charge is -1.



2.
Molecular formula: C3H2S3
Method: DFT, wB97M-V/def2-TZVPD

Element x y z (Å)
S -0.882 2.116 0.006
C -1.054 0.620 -0.585
C -0.069 -0.476 -0.267
S -0.913 -1.932 -0.130
C 1.255 -0.198 0.613
S 2.674 0.223 -0.384
H -2.238 0.304 -1.010
H 1.227 -0.658 1.757

The spin multiplicity is 1. For the HOMO energy, the calculation gives -9.2 eV. The energy above the lowest of the compared OMol25 structures with the same formula, charge and spin comes out at 96.2 kcal/mol. Its total charge is 0.



3.
Molecular formula: C4H6N2
Method: DFT, wB97M-V/def2-TZVPD

Element x y z (Å)
C 1.985 0.865 -0.180
C 0.961 0.085 -0.004
N 0.513 -1.029 0.726
N -0.045 -1.730 -0.589
C -0.396 -0.388 -0.225
C -1.637 0.387 0.196
H 2.912 0.640 0.448
H 2.011 1.775 -0.808
H -0.604 -2.632 -0.493
H -2.107 0.091 1.222
H -2.283 0.478 -0.650
H -1.309 1.457 0.357

The spin multiplicity is 1. For the HOMO energy, the calculation gives -9.0 eV. The energy above the lowest of the compared OMol25 structures with the same formula, charge and spin comes out at 122.7 kcal/mol. Its total charge is 0.



4.
Molecular formula: C4H3NO
Method: DFT, wB97M-V/def2-TZVPD

Element x y z (Å)
C -1.498 -0.924 0.606
C -1.427 0.961 -1.178
C -0.244 -0.610 0.503
C 1.184 -0.323 0.565
N -1.205 -0.062 -0.590
O -1.559 1.865 -1.906
H 1.722 -1.024 1.168
H 1.347 0.532 1.119
H 1.679 -0.415 -0.289

The spin multiplicity is 1. For the HOMO energy, the calculation gives -9.2 eV. The energy above the lowest of the compared OMol25 structures with the same formula, charge and spin comes out at 91.5 kcal/mol. Its total charge is 0.



5.
Molecular formula: C4H6BrO3
Method: DFT, wB97M-V/def2-TZVPD

Element x y z (Å)
C 0.665 -1.281 -0.292
C 0.194 -0.150 1.914
C -0.984 0.806 -1.644
C 0.607 0.120 0.414
O 1.548 -1.257 -1.164
O -0.207 -2.023 0.146
O -0.881 1.261 -0.336
Br 2.064 1.170 0.060
H 0.918 -0.759 2.531
H 0.001 0.833 2.443
H -0.764 -0.657 2.034
H -1.372 1.544 -2.296
H -1.710 -0.035 -1.806
H -0.079 0.429 -2.004

The spin multiplicity is 1. For the HOMO energy, the calculation gives -4.8 eV. The energy above the lowest of the compared OMol25 structures with the same formula, charge and spin comes out at 88.9 kcal/mol. Its total charge is -1.



6.
Molecular formula: C38H55N15O4
Method: DFT, wB97M-V/def2-TZVPD

Element x y z (Å)
C 0.546 2.668 -2.073
C 0.478 1.464 -2.991
N 1.145 0.251 -2.461
C 1.034 -0.823 -3.444
C 2.128 -0.701 -4.528
C 3.342 -1.499 -4.179
C 3.677 -2.750 -4.500
C 5.009 -3.016 -3.901
O 5.625 -4.032 -3.827
O 5.492 -1.828 -3.382
C 4.440 -0.931 -3.340
O 4.461 0.064 -2.701
C 0.626 -0.147 -1.207
C 1.123 0.570 0.019
O -0.167 -1.070 -1.096
H -0.132 2.580 -1.224
H 0.244 3.564 -2.612
H 1.544 2.814 -1.676
H 1.002 1.732 -3.913
H -0.547 1.226 -3.291
H 1.138 -1.792 -2.963
H 0.054 -0.828 -3.934
H 2.454 0.334 -4.640
H 1.758 -1.043 -5.494
H 3.093 -3.436 -5.092
H 1.414 -0.163 0.765
H 0.297 1.177 0.379
H 1.944 1.235 -0.231
C -2.856 -0.526 1.128
C -2.324 0.778 0.781
N -1.904 1.819 0.527
H -2.634 -0.741 2.168
H -3.936 -0.531 0.974
H -2.397 -1.294 0.508
C 0.802 0.674 3.869
C -0.063 -0.452 3.564
N -0.773 -1.329 3.330
H 1.784 0.517 3.431
H 0.371 1.580 3.459
H 0.904 0.774 4.952
C 3.954 4.263 0.634
C 2.826 4.779 -0.129
N 1.929 5.180 -0.728
H 4.406 3.428 0.100
H 4.698 5.046 0.767
H 3.611 3.915 1.606
C 2.994 0.227 -8.525
C 2.709 -1.156 -8.166
N 2.482 -2.248 -7.884
H 2.749 0.411 -9.572
H 2.405 0.894 -7.896
H 4.051 0.437 -8.375
C -6.281 1.906 0.691
C -6.611 0.570 1.171
N -6.874 -0.486 1.544
H -6.431 1.959 -0.385
H -6.919 2.640 1.172
H -5.240 2.139 0.911
C -3.451 -1.513 -2.538
C -3.263 -0.089 -2.800
N -3.113 1.037 -2.984
H -4.422 -1.836 -2.908
H -2.668 -2.088 -3.029
H -3.399 -1.698 -1.468
C 1.143 -2.106 7.093
C 1.285 -0.657 7.124
N 1.447 0.482 7.140
H 2.118 -2.557 6.970
H 0.695 -2.455 8.022
H 0.509 -2.398 6.256
C 4.675 -3.719 9.266
C 3.786 -4.261 8.251
N 3.084 -4.686 7.444
H 4.107 -3.138 9.990
H 5.171 -4.541 9.776
H 5.417 -3.076 8.796
C 5.460 -7.787 8.255
C 5.099 -7.197 9.537
N 4.804 -6.719 10.541
H 6.118 -8.639 8.413
H 4.561 -8.117 7.739
H 5.972 -7.049 7.640
C -10.162 4.240 1.688
C -9.127 4.298 0.663
N -8.309 4.342 -0.145
H -9.717 3.985 2.647
H -10.654 5.207 1.769
H -10.899 3.484 1.425
C -9.046 1.283 -1.958
C -8.175 0.122 -2.098
N -7.485 -0.790 -2.211
H -8.457 2.172 -1.739
H -9.598 1.441 -2.882
H -9.751 1.114 -1.145
C -0.223 5.164 1.965
C 0.752 4.091 2.086
N 1.526 3.244 2.152
H 0.287 6.125 1.953
H -0.781 5.041 1.038
H -0.912 5.134 2.807
C 0.935 2.953 -11.919
C 2.176 2.276 -11.568
N 3.156 1.742 -11.290
H 0.085 2.348 -11.608
H 0.888 3.918 -11.419
H 0.891 3.104 -12.995
C 2.734 -4.151 3.601
C 2.952 -2.739 3.878
N 3.097 -1.619 4.100
H 2.533 -4.678 4.532
H 1.880 -4.262 2.934
H 3.617 -4.574 3.125

The spin multiplicity is 1. For the HOMO energy, the calculation gives -8.8 eV. Its total charge is 0.



7.
Molecular formula: CH13N3O4
Method: DFT, wB97M-V/def2-TZVPD

Element x y z (Å)
N 0.279 -0.574 1.240
C 1.366 -1.155 0.895
N 2.644 -0.835 1.263
N 1.238 -2.041 -0.201
H 0.248 0.195 1.932
H 3.358 -1.524 1.063
H 2.833 -0.036 1.847
H 0.815 -2.935 -0.059
H 1.793 -1.885 -1.018
O 1.611 0.553 -1.564
H 1.101 0.940 -2.276
H 2.311 1.091 -1.198
O -3.421 -0.049 0.808
H -2.729 -0.528 1.267
H -3.115 0.844 0.668
O -1.516 0.405 -0.639
H -1.762 -0.221 -1.332
H -0.835 -0.175 -0.174
O -1.961 3.042 -0.851
H -2.844 2.656 -0.889
H -1.412 2.232 -0.783

The spin multiplicity is 1. For the HOMO energy, the calculation gives -9.4 eV. The energy above the lowest of the compared OMol25 structures with the same formula, charge and spin comes out at 30.9 kcal/mol. Its total charge is 0.



8.
Molecular formula: C5H9Cl
Method: DFT, wB97M-V/def2-TZVPD

Element x y z (Å)
C 1.554 0.977 -0.480
C 0.569 -0.098 0.027
C -0.463 0.261 1.125
C -1.356 -0.758 0.338
Cl -3.013 -0.241 0.148
C -0.453 -0.791 -0.908
H 2.212 0.406 -1.109
H 1.149 1.820 -1.058
H 2.075 1.515 0.296
H 1.347 -0.787 0.562
H -0.149 0.052 2.204
H -0.893 1.296 1.083
H -1.571 -1.794 0.796
H -0.837 -0.099 -1.698
H -0.172 -1.758 -1.325

The spin multiplicity is 1. For the HOMO energy, the calculation gives -10.0 eV. The energy above the lowest of the compared OMol25 structures with the same formula, charge and spin comes out at 26.1 kcal/mol. Its total charge is 0.



9.
Molecular formula: C4H11NO
Method: DFT, wB97M-V/def2-TZVPD

Element x y z (Å)
C -0.964 0.626 -2.111
C -0.110 0.970 -0.922
C -0.760 0.379 0.361
C 0.762 0.649 2.120
N 0.076 -0.140 1.402
H -2.021 1.019 -2.106
H -0.601 1.258 -2.927
H -0.993 -0.451 -2.500
H 0.134 2.042 -0.604
H 0.806 0.468 -0.996
H -1.115 -0.614 0.167
H -1.809 0.826 0.640
H 0.661 1.721 1.952
H 1.466 0.332 2.931
H 0.884 -1.488 0.394
H 1.688 -2.552 -0.520
O 0.850 -2.165 -0.366

The spin multiplicity is 2. The expectation value of S² is 0.7527. For the HOMO energy (spin up / spin down), the calculation gives 0.7 / -3.5 eV. The energy above the lowest of the compared OMol25 structures with the same formula, charge and spin comes out at 35.2 kcal/mol. Its total charge is -1.



10.
Molecular formula: C12H20N3O6
Method: DFT, wB97M-V/def2-TZVPD

Element x y z (Å)
C -3.316 0.310 -3.159
N -2.050 0.730 -2.561
C -1.757 1.128 -1.362
O -2.656 1.153 -0.490
C -0.182 1.315 -1.110
C 0.244 2.778 -1.155
C 0.309 3.216 -2.643
C 1.190 2.455 -3.629
O 0.792 1.361 -4.066
O 2.185 3.093 -4.145
N 0.136 0.801 0.225
C 0.308 -0.488 0.490
O 0.386 -1.329 -0.429
C 0.532 -0.986 1.896
N 1.271 -2.251 1.745
C 2.385 -2.577 2.471
C 3.157 -3.564 1.684
O 2.809 -2.216 3.638
C -0.720 -1.162 2.668
C -0.451 -1.242 4.123
O -1.580 -0.027 2.444
H -4.194 0.919 -2.889
H -3.432 -0.746 -2.918
H -3.337 0.425 -4.255
H -1.414 0.864 -3.434
H 0.384 0.708 -1.772
H 1.265 2.864 -0.906
H -0.335 3.466 -0.597
H 0.512 4.235 -2.650
H -0.727 3.259 -2.887
H 0.146 1.528 0.861
H 1.292 -0.360 2.311
H 1.003 -2.838 0.924
H 2.468 -4.202 1.107
H 3.620 -2.872 0.967
H 3.843 -4.254 2.313
H -1.347 -1.883 2.238
H -0.859 -2.132 4.454
H 0.574 -1.339 4.291
H -0.801 -0.347 4.732
H -1.652 0.209 1.475

The spin multiplicity is 1. For the HOMO energy, the calculation gives -4.7 eV. The energy above the lowest of the compared OMol25 structures with the same formula, charge and spin comes out at 32.4 kcal/mol. Its total charge is -1.



11.
Molecular formula: C4H10O3
Method: DFT, wB97M-V/def2-TZVPD

Element x y z (Å)
C 0.745 -0.494 1.135
C -0.193 -0.130 -0.015
O -0.049 -1.042 -1.122
C -1.630 -0.239 0.486
C -2.672 0.277 -0.480
O -3.790 0.562 -0.146
H 0.485 -1.422 1.639
H 0.556 0.333 1.831
H 1.811 -0.427 0.927
H 0.061 0.846 -0.422
H 0.180 -1.915 -0.785
H -1.823 -1.293 0.696
H -1.756 0.334 1.408
H -2.308 0.515 -1.499
O 3.439 1.740 -1.104
H 2.712 1.114 -1.212
H 4.232 1.240 -1.337

The spin multiplicity is 1. For the HOMO energy, the calculation gives -9.8 eV. The energy above the lowest of the compared OMol25 structures with the same formula, charge and spin comes out at 30.4 kcal/mol. Its total charge is 0.



12.
Molecular formula: CH3IS2
Method: DFT, wB97M-V/def2-TZVPD

Element x y z (Å)
C 1.381 -0.590 -1.817
S 2.868 1.663 -0.745
S 2.720 0.338 -2.139
I 0.781 -2.107 -3.100
H 0.759 -0.385 -0.960
H -0.460 -0.157 0.566
H -0.851 0.495 0.753

The spin multiplicity is 1. For the HOMO energy (spin up / spin down), the calculation gives -8.5 / -8.5 eV. The energy above the lowest of the compared OMol25 structures with the same formula, charge and spin comes out at 49.6 kcal/mol. Its total charge is 0.



Per-record E_tot, eV: -156720.770; -35644.482; -7220.270; -7728.777; -80429.114; -70836.018; -13907.866; -17852.199; -7860.985; -29525.020; -10451.926; -30854.472
Per-record max |F|, eV/A: 0.545; 5.334; 2.601; 4.418; 4.024; 0.810; 2.527; 3.695; 5.119; 6.600; 1.794; 1.923
Per-record molecular weight, g mol⁻¹: 781.60; 134.25; 82.11; 81.07; 181.99; 785.96; 131.13; 104.58; 89.14; 302.31; 106.12; 206.07